No. 1
{"formula": "C4H4ClN", "method": "wB97M-V/def2-TZVPD", "de_lowest_kcal_mol": 89.10, "gap_ev": 9.1, "e_homo_ev": -9.417, "total_energy_ev": -18221.2753, "elements": ["C", "C", "C", "C", "N", "Cl", "H", "H", "H", "H"], "positions_angstrom": [[-1.354678, 1.381660, 0.556884], [1.291153, -1.316446, -0.213837], [0.929674, -0.120220, 0.170478], [-1.248172, 0.326725, -0.306763], [-1.337054, 2.313834, 1.224835], [1.510570, 1.150623, 1.022963], [2.321322, -1.599237, 0.018820], [0.550130, -1.869484, -0.896665], [-1.007934, 0.395113, -1.389125], [-1.655008, -0.662565, -0.187591]], "atomic_forces_ev_per_a": [[-0.8, 0.8, 0.0], [-0.6, -0.2, -1.1], [-4.0, 0.2, -0.8], [4.2, -2.8, -2.0], [0.0, 0.6, 0.6], [0.8, 0.3, 0.5], [-0.4, -0.5, -0.4], [1.6, 0.5, 1.4], [-0.5, 1.0, 0.9], [-0.4, 0.1, 0.9]], "nbo_charge": [0.22, -0.51, -0.01, -0.52, -0.31, 0.15, 0.23, 0.24, 0.25, 0.24]}

=====

No. 2
{"formula": "CH3NOS", "method": "wB97M-V/def2-TZVPD", "smiles": "SN1CO1", "de_lowest_kcal_mol": 120.90, "gap_ev": 9.3, "e_homo_ev": -8.881, "total_energy_ev": -15453.5664, "elements": ["S", "N", "C", "O", "H", "H", "H"], "positions_angstrom": [[0.716426, -1.781392, 0.629850], [0.706329, -0.529323, -0.577174], [-0.047973, 1.046965, -0.153415], [-0.614876, 0.093597, -0.934782], [-0.569879, -2.082909, 0.796132], [-0.392517, 1.233597, 0.829199], [0.202491, 2.019464, -0.589809]], "atomic_forces_ev_per_a": [[0.1, 0.3, 0.2], [-1.3, 3.9, 0.3], [1.3, -1.7, -1.3], [0.0, -1.1, 0.3], [-0.4, 0.1, -0.2], [-0.3, -1.0, 1.3], [0.7, -0.6, -0.7]], "nbo_charge": [0.16, -0.30, 0.09, -0.38, 0.11, 0.16, 0.17]}

=====

No. 3
{"formula": "C12H32Cl5O12", "method": "wB97M-V/def2-TZVPD", "de_lowest_kcal_mol": 22.08, "total_charge": -1, "gap_ev": 9.9, "e_homo_ev": -7.375, "total_energy_ev": -100138.9830, "elements": ["Cl", "O", "O", "O", "O", "C", "C", "O", "O", "H", "H", "H", "H", "H", "H", "C", "C", "O", "O", "H", "H", "H", "H", "H", "H", "C", "C", "O", "O", "H", "H", "H", "H", "H", "H", "C", "C", "O", "O", "H", "H", "H", "H", "H", "H", "Cl", "C", "C", "Cl", "H", "H", "H", "H", "Cl", "C", "C", "Cl", "H", "H", "H", "H"], "positions_angstrom": [[-0.662940, -0.056819, -0.205485], [0.274321, -0.578263, -1.184110], [-0.729699, -0.948803, 0.922212], [-0.180660, 1.245236, 0.220691], [-1.953458, 0.091357, -0.825082], [0.169947, 1.151583, -4.219259], [0.036811, 1.867420, -5.542616], [1.155124, 2.648077, -5.890485], [-0.109295, 2.068780, -3.179742], [1.186859, 0.757564, -4.102680], [-0.519208, 0.299073, -4.191215], [-0.867302, 2.490873, -5.499867], [-0.177930, 1.134194, -6.324670], [1.058070, 3.481128, -5.420671], [-0.296670, 1.581360, -2.372250], [-0.470932, 1.529707, 2.524187], [-0.909533, 2.174071, 3.809011], [-1.776022, 3.291117, 3.556218], [0.626327, 2.280034, 1.988218], [-1.310129, 1.576453, 1.825799], [-0.237463, 0.467604, 2.657751], [-0.058513, 2.565531, 4.380796], [-1.442993, 1.486270, 4.461213], [-1.264063, 3.953201, 3.081946], [0.768476, 1.960537, 1.089007], [0.276907, -3.953342, -2.393397], [-1.120989, -3.583784, -1.939456], [-1.355107, -3.884581, -0.577979], [1.313325, -3.284762, -1.677241], [0.376185, -3.693696, -3.459602], [0.433608, -5.027267, -2.297845], [-1.793056, -4.230826, -2.516047], [-1.375675, -2.547093, -2.182775], [-0.668468, -3.431413, -0.072296], [1.055413, -2.359023, -1.571379], [2.839354, -0.022412, 1.256155], [2.988710, -1.444659, 1.679174], [3.590596, -1.469746, 2.982987], [4.155794, 0.539204, 1.108024], [2.243319, 0.569702, 1.963854], [2.292540, 0.098569, 0.314756], [3.638344, -1.967731, 0.967861], [2.059183, -1.997243, 1.792335], [4.156366, -0.690204, 3.021057], [4.084965, 1.492456, 1.201580], [-1.082638, -1.594610, 5.267944], [0.261690, -1.966672, 4.168101], [1.094093, -3.113900, 4.681086], [0.081873, -4.598499, 4.718727], [0.903088, -1.085369, 4.135642], [-0.118776, -2.189316, 3.175731], [1.516302, -2.943577, 5.666822], [1.910411, -3.337026, 3.998933], [-4.570384, 2.856987, -3.523790], [-3.031256, 2.713349, -2.581846], [-3.257186, 2.924762, -1.107496], [-3.896443, 4.543558, -0.717778], [-2.375907, 3.467527, -2.998322], [-2.678944, 1.706150, -2.761663], [-2.314936, 2.806358, -0.573618], [-3.941398, 2.180833, -0.707142]], "atomic_forces_ev_per_a": [[0.1, -0.7, -0.5], [0.0, 0.0, -0.1], [0.0, 0.1, -0.3], [-1.0, -1.5, -3.4], [0.1, 0.1, 0.2], [0.2, -0.2, 0.1], [-0.9, -0.3, 0.1], [0.1, 0.2, -0.1], [-0.1, 0.3, 0.0], [0.0, 0.0, -0.1], [-0.1, 0.1, 0.0], [0.1, 0.0, 0.1], [0.5, 0.0, -0.1], [0.2, 0.0, 0.0], [0.2, -0.1, 0.1], [0.1, 0.5, 0.5], [0.2, 0.8, 0.2], [-0.2, -0.1, 0.2], [0.4, 0.8, 2.0], [-0.1, 0.0, 0.6], [0.2, 0.2, 0.1], [0.2, -0.4, -0.1], [-0.2, -0.1, -0.2], [0.1, -0.1, -0.1], [0.1, 0.3, 0.6], [0.3, 0.7, -0.4], [-0.2, -0.7, -0.2], [0.2, 0.1, 0.0], [-0.2, -0.3, 0.2], [-0.2, -0.1, 0.0], [0.1, 0.0, 0.2], [-0.1, 0.2, 0.1], [0.2, 0.1, 0.1], [-0.1, 0.0, 0.1], [0.0, 0.1, 0.0], [-0.8, 1.0, -0.7], [0.7, -0.2, 0.6], [0.0, -0.1, 0.1], [0.0, -0.2, 0.3], [0.3, -0.3, 0.3], [0.1, -0.4, -0.1], [-0.1, 0.0, 0.0], [-0.2, 0.2, -0.4], [0.2, -0.1, 0.0], [0.0, 0.0, 0.0], [-0.2, 0.1, 0.0], [0.7, 0.1, 0.1], [-0.2, -0.4, -0.3], [0.2, -0.1, 0.2], [-0.1, 0.0, -0.1], [-0.2, 0.1, 0.0], [-0.2, 0.0, 0.1], [0.0, 0.2, -0.1], [0.0, -0.1, 0.1], [-0.6, 0.4, 0.0], [0.1, -0.4, 0.1], [0.0, 0.1, 0.0], [0.2, -0.1, 0.0], [0.2, 0.0, 0.0], [0.0, 0.1, -0.1], [-0.1, 0.1, 0.0]], "nbo_charge": [2.56, -0.90, -0.85, -0.89, -0.85, -0.09, -0.09, -0.72, -0.75, 0.17, 0.17, 0.17, 0.17, 0.47, 0.49, -0.11, -0.09, -0.73, -0.77, 0.19, 0.17, 0.16, 0.18, 0.47, 0.49, -0.08, -0.09, -0.72, -0.75, 0.15, 0.17, 0.17, 0.17, 0.48, 0.49, -0.13, -0.09, -0.74, -0.75, 0.19, 0.19, 0.17, 0.19, 0.47, 0.48, -0.07, -0.40, -0.37, -0.09, 0.23, 0.24, 0.22, 0.24, -0.11, -0.36, -0.39, -0.08, 0.22, 0.24, 0.24, 0.23]}